Record 1
Computed, not measured: a structure of composition C33H44CsF5N8O5S in a non-equilibrium geometry, with ωB97M-V with the def2-TZVPD basis set.

ORCA input file:
```
! wB97M-V def2-TZVPD RIJCOSX def2/J DEFGRID3
* xyz -2 1
Cs 1.0035 -2.1499 -1.2776
C -2.9600 4.9190 -0.4246
C -2.5405 4.0818 -1.6393
C -1.4629 4.8339 -2.4362
C -3.7476 3.8878 -2.5566
C -1.9730 2.7531 -1.1503
C -2.5698 1.5343 -1.4208
C -1.9513 0.3572 -1.0130
N -0.8036 0.3261 -0.3513
C -0.2335 1.4980 -0.0518
C -0.7827 2.7185 -0.4195
C 1.0841 1.4358 0.6395
C 1.4473 2.3962 1.5856
C 2.6878 2.3351 2.2029
C 3.5242 1.2878 1.8219
C 3.0865 0.3749 0.8779
N 1.8935 0.4353 0.2946
C 3.1419 3.3282 3.2674
C 4.4712 3.9656 2.8414
C 2.1207 4.4436 3.4899
C 3.3400 2.5772 4.5923
H -3.3835 5.8726 -0.7525
H -2.1086 5.1311 0.2260
H -3.7133 4.3931 0.1666
H -1.8596 5.7903 -2.7858
H -1.1615 4.2536 -3.3094
H -0.5756 5.0354 -1.8336
H -4.0862 4.8604 -2.9209
H -4.5821 3.4192 -2.0294
H -3.4973 3.2790 -3.4272
H -3.4788 1.4617 -1.9997
H -2.4105 -0.6058 -1.2338
H -0.2481 3.6322 -0.1904
H 0.7298 3.1662 1.8321
H 4.5077 1.1625 2.2574
H 3.7264 -0.4502 0.5721
H 4.3639 4.4837 1.8866
H 5.2578 3.2189 2.7310
H 4.7972 4.6907 3.5917
H 1.9344 5.0055 2.5724
H 2.5004 5.1410 4.2401
H 1.1681 4.0508 3.8503
H 4.0835 1.7848 4.4907
H 2.4029 2.1213 4.9196
H 3.6800 3.2659 5.3706
C -4.4781 -4.1450 2.0713
N -3.0501 -3.8992 2.0912
C -2.5359 -3.4115 3.3483
C -2.3571 -3.6077 0.9184
N -1.3278 -2.8664 0.8106
N -2.8724 -4.3111 -0.1802
C -2.6807 -3.8398 -1.5037
N -1.9893 -4.7070 -2.3202
N -3.2385 -2.7450 -1.8364
H -4.7267 -5.0582 2.6219
H -4.8161 -4.2420 1.0449
H -5.0178 -3.3128 2.5409
H -2.8855 -4.0663 4.1503
H -2.8769 -2.3908 3.5722
H -1.4493 -3.4043 3.3504
H -1.1155 -2.3588 1.6640
H -2.7795 -5.3129 -0.0876
H -1.2140 -5.1675 -1.8666
H -1.7529 -4.2798 -3.2276
H -2.9875 -2.5323 -2.8047
O -1.7382 0.8647 -8.4284
C -1.8617 1.5732 -7.4119
O -2.2496 2.7588 -7.3056
C -1.2849 0.9747 -6.1059
C -0.8374 1.8180 -5.0923
C -0.3394 1.2646 -3.9268
N -0.2694 -0.0462 -3.6991
C -0.6977 -0.8601 -4.6704
C -1.2062 -0.3939 -5.8787
C -0.6253 -2.3403 -4.3093
O 0.4214 -2.6894 -3.7304
O -1.6353 -3.0477 -4.5577
H -0.9101 2.8881 -5.2410
H 0.0135 1.9042 -3.1194
H -1.5473 -1.0832 -6.6388
C 2.7924 -1.2733 4.4046
S 1.6276 -2.6504 4.3635
C 2.5505 -3.6676 3.2202
O 0.4221 -2.1422 3.6509
H 3.6598 -1.5284 5.0154
H 2.2578 -0.4326 4.8455
H 3.0943 -1.0253 3.3891
H 3.5034 -3.9478 3.6733
H 2.7548 -3.1493 2.2830
H 1.9645 -4.5636 3.0282
F 4.6965 -3.5639 1.1146
C 4.0070 -4.0043 -0.0843
F 5.0182 -3.8672 -1.0629
C 3.9687 -5.5109 0.1433
F 3.0814 -5.8301 1.1216
F 5.1308 -6.1124 0.5201
F 3.5669 -6.1608 -0.9649
*
```

Relative energy (zero: lowest compared OMol25 entry of this formula, charge and spin)   96.5 kJ/mol
LUMO energy   3.070 eV
Orbital gap   0.2161 Eh

Atom charges from the Mulliken analysis, given in e for atoms 1 to 2: Cs 1.173; C -1.779


Record 2
Computed, not measured: a cluster of 8 separate species, C33H44F3N3O26 in total in a non-equilibrium geometry, with ωB97M-V with the def2-TZVPD basis set.

ORCA input file:
```
! wB97M-V def2-TZVPD RIJCOSX def2/J DEFGRID3
* xyz 0 1
C -2.0018 0.1541 2.2349
C -2.3214 0.2789 0.7253
O -3.5650 0.9297 0.5080
C -4.6613 0.0953 0.7399
C -5.1757 -0.5921 -0.5168
O -4.0958 -0.9811 -1.3670
C -4.5768 -1.4095 -2.6165
C -3.7761 -2.6320 -3.1526
C -4.6953 -3.7510 -3.3705
N -5.3049 -4.7293 -3.5358
C -2.5408 -2.9670 -2.3031
C -2.7863 -3.5188 -0.9021
O -1.5768 -3.3974 -0.1614
C -3.1595 -5.0100 -0.8592
F -4.4909 -5.1049 -0.6783
F -2.8470 -5.6763 -1.9658
F -2.6051 -5.6365 0.1672
C -3.2672 -2.2472 -4.5794
C -2.7829 -3.4217 -5.3125
N -2.5569 -4.2331 -6.1151
O -2.2952 -1.2128 -4.4631
N -1.0075 -1.6394 -4.8718
O -0.1853 -0.9894 -4.3781
H -1.8925 -0.8982 2.4780
H -2.8581 0.5002 2.8016
H -1.1126 0.7238 2.4667
H -2.3354 -0.7235 0.3051
H -1.5779 0.8879 0.2280
H -4.4863 -0.6299 1.5350
H -5.4691 0.7235 1.1066
H -5.7828 0.1257 -1.0696
H -5.7957 -1.4515 -0.2630
H -5.6297 -1.6763 -2.5660
H -4.4958 -0.5847 -3.3261
H -1.9224 -3.6918 -2.8288
H -1.9964 -2.0358 -2.2033
H -3.5405 -2.9802 -0.3417
H -0.9389 -2.8942 -0.6670
H -4.1110 -1.8090 -5.0993
O -5.6428 1.1612 4.4431
C -4.9174 1.2639 5.3765
O -3.6948 1.8485 5.3371
C -3.2263 1.9801 6.6849
C -4.0033 0.9041 7.4057
O -5.1963 0.8074 6.6215
H -2.1501 1.8343 6.7347
H -3.4666 2.9822 7.0442
H -3.4910 -0.0608 7.3866
H -4.2306 1.1660 8.4270
O 6.1588 -1.4721 -6.6206
C 5.1955 -1.2595 -5.9553
O 5.2136 -1.0786 -4.6163
C 3.9176 -0.6094 -4.2210
C 3.0363 -1.1144 -5.3382
O 3.9445 -1.1567 -6.4434
H 3.6431 -1.0068 -3.2471
H 3.9397 0.4801 -4.1695
H 2.6567 -2.1219 -5.1551
H 2.2028 -0.4518 -5.5494
O 8.7633 4.0148 -8.0248
C 8.6455 2.8329 -7.9819
O 8.2768 2.1418 -6.8798
C 8.0308 0.7801 -7.2801
C 8.8639 0.6554 -8.5317
O 8.8745 2.0024 -9.0266
H 8.3304 0.0890 -6.4986
H 6.9670 0.6561 -7.4708
H 9.8901 0.3458 -8.3258
H 8.4304 -0.0209 -9.2639
O 2.7223 1.8296 -6.8045
C 3.3193 1.8817 -7.8303
O 4.5410 1.3380 -8.0308
C 4.8306 1.3965 -9.4308
C 3.9528 2.5384 -9.8909
O 2.8717 2.4892 -8.9524
H 5.8902 1.5784 -9.5985
H 4.5552 0.4437 -9.8867
H 4.4479 3.5076 -9.8084
H 3.5860 2.4119 -10.9060
O -4.7382 1.4290 10.9088
C -5.1145 0.3037 10.8511
O -5.4083 -0.4598 11.9270
C -6.0398 -1.6590 11.4585
C -5.5301 -1.7557 10.0380
O -5.3023 -0.3806 9.6998
H -5.7548 -2.5087 12.0730
H -7.1220 -1.5294 11.5084
H -4.5850 -2.2967 9.9666
H -6.2485 -2.2038 9.3571
O -6.7019 1.8089 17.6468
C -6.3589 1.8570 16.5142
O -5.3602 1.1116 15.9777
C -5.3998 1.2765 14.5559
C -6.0935 2.6096 14.4022
O -6.9132 2.6643 15.5740
H -4.3966 1.2706 14.1385
H -5.9695 0.4574 14.1217
H -5.3964 3.4492 14.4191
H -6.7001 2.6718 13.5025
O 12.7571 0.9878 -3.3633
C 12.2306 1.8331 -4.0049
O 12.4738 3.1615 -3.8795
C 11.8311 3.8353 -4.9675
C 10.7382 2.8648 -5.3499
O 11.3009 1.6042 -4.9669
H 11.4493 4.8022 -4.6509
H 12.5580 3.9847 -5.7683
H 9.8173 3.0259 -4.7897
H 10.5189 2.8816 -6.4046
*
```

LUMO energy   -0.998 eV
Orbital gap   0.3278 Eh

Atom charges from the Mulliken analysis, given in e for atoms 1 to 2: C -1.102; C 0.613


Record 3
Computed, not measured: a structure of composition C33H45AuN3OP2, with ωB97M-V with the def2-TZVPD basis set.

ORCA input file:
```
! wB97M-V def2-TZVPD RIJCOSX def2/J DEFGRID3
* xyz -1 1
Au 0.0063 0.0396 1.7336
C 4.4918 2.2508 1.2425
C 3.1673 1.7680 1.8370
C 2.6364 2.7279 2.9022
P 1.7871 1.2428 0.7121
C 2.6892 0.3658 -0.6656
C 3.0460 1.2742 -1.8398
C 1.9318 -0.8691 -1.1702
C 1.0845 2.7255 -0.0838
C 1.7680 3.9330 -0.2073
C 1.2357 5.0337 -0.8608
C 1.9967 6.3285 -0.9742
C -0.0410 4.8943 -1.4082
C -0.7485 3.7161 -1.3098
C -0.2168 2.5864 -0.6435
N -0.8825 1.4324 -0.4136
C -1.6739 0.7569 -1.2483
C -1.8389 1.0229 -2.6382
C -2.6916 0.2786 -3.4207
C -3.4365 -0.7858 -2.9041
C -4.3642 -1.5931 -3.7746
C -3.2417 -1.0928 -1.5667
C -2.3692 -0.3889 -0.7388
P -2.0147 -0.9056 0.9639
C -2.2157 -2.7527 1.0620
C -1.3396 -3.4244 0.0058
C -3.6218 -3.3540 1.0736
C -3.4152 -0.2421 1.9623
C -3.3998 1.2852 1.8964
C -3.3154 -0.7127 3.4127
H 5.2319 2.3274 2.0440
H 4.4132 3.2378 0.7878
H 4.8925 1.5680 0.4925
H 3.3683 0.8152 2.3418
H 2.4389 3.7160 2.4850
H 3.3711 2.8391 3.7034
H 1.7136 2.3517 3.3433
H 3.6099 -0.0080 -0.2054
H 2.1454 1.5912 -2.3693
H 3.6927 0.7434 -2.5440
H 3.5607 2.1786 -1.5149
H 0.8976 -0.6023 -1.4257
H 1.7610 -1.7067 0.7395
H 2.4257 -1.2004 -2.0855
H 2.7578 4.0291 0.2187
H 2.9526 6.2650 -0.4522
H 1.4383 7.1616 -0.5402
H 2.2049 6.5848 -2.0164
H -0.4936 5.7410 -1.9169
H -1.7489 3.6513 -1.7186
H -1.2794 1.8358 -3.0832
H -2.7910 0.5301 -4.4736
H -4.9387 -0.9528 -4.4480
H -5.0752 -2.1584 -3.1696
H -3.8205 -2.3116 -4.3960
H -3.7963 -1.9279 -1.1548
H -1.7647 -2.9517 2.0402
H -1.7751 -3.3168 -0.9890
H -1.2296 -4.4908 0.2181
H -0.3465 -2.9782 -0.0213
H -4.0848 -3.3382 0.0871
H -4.2922 -2.8489 1.7682
H -3.5592 -4.4027 1.3778
H -4.3395 -0.6074 1.4988
H -2.4903 1.6752 2.3586
H -4.2574 1.6887 2.4409
H -3.4356 1.6469 0.8679
H -2.3708 -0.3813 3.8502
H -3.3682 -1.7989 3.5081
H -4.1329 -0.2857 3.9999
N 1.9881 -1.9501 -0.2138
C 2.1979 -3.2711 -0.4989
C 2.3464 -4.1846 0.5601
C 2.5422 -5.5287 0.3172
C 2.6036 -6.0203 -0.9838
C 2.4478 -5.1279 -2.0326
C 2.2391 -3.7748 -1.8070
H 2.2997 -3.8138 1.5781
H 2.6505 -6.2047 1.1571
H 2.7588 -7.0743 -1.1712
H 2.4714 -5.4889 -3.0543
H 2.0766 -3.1162 -2.6487
O -0.7238 2.2168 5.5079
C -0.3739 1.3714 4.7269
N -0.0237 0.5171 3.9799
*
```

Relative energy (zero: lowest compared OMol25 entry of this formula, charge and spin)   0.0 kJ/mol
LUMO energy   2.687 eV
Orbital gap   0.2339 Eh

Atom charges from the Mulliken analysis, given in e for atoms 1 to 2: Au 0.257; C -1.395